A structure of composition C8H24F4O4Pb in a non-equilibrium geometry. Source: OMol25; level of theory: ωB97M-V/def2-TZVPD.

Element x y z (Å)
Pb 0.77749 0.09767 -0.26480
F 3.13709 0.94457 0.36531
F 2.54540 -1.04661 -1.95390
F 0.01760 -1.88885 0.91111
F 1.25379 1.92501 -1.93154
C -3.53533 2.44811 0.77457
C -2.70835 1.87101 -0.43193
O -1.78709 0.94480 0.02086
H -4.17387 1.75140 1.31769
H -4.29545 3.13618 0.40458
H -2.86369 2.95348 1.46852
H -2.18751 2.65425 -0.98270
H -3.32194 1.36454 -1.17698
H -2.26270 0.15363 0.28437
C 3.08757 -2.62333 0.94975
C 4.13185 -3.22755 -0.02822
O 3.54433 -3.44956 -1.28322
H 3.56527 -2.19182 1.82936
H 2.32492 -3.35903 1.20512
H 2.59715 -1.73968 0.54141
H 4.51968 -4.16936 0.35995
H 5.03703 -2.63651 -0.16757
H 3.14156 -2.62816 -1.57421
C -0.19937 2.16116 3.99634
C 0.00190 1.01446 3.01859
O 0.51524 1.61250 1.81129
H 0.68395 2.79464 4.07737
H -0.42705 1.82744 5.00871
H -1.01073 2.80016 3.64782
H -0.90762 0.46410 2.77783
H 0.64635 0.22710 3.40956
H 1.34846 2.04383 2.01449
C -2.32055 -0.81260 -3.64985
C -0.93080 -0.23521 -3.33094
O -0.31879 -1.03908 -2.27577
H -2.89873 -0.83104 -2.72602
H -2.43334 -1.81138 -4.07153
H -2.86016 -0.18101 -4.35557
H -0.95520 0.79683 -2.98106
H -0.39830 -0.26410 -4.28159
H -0.08008 -1.85200 -2.72720

The value obtained for the total energy is -1212.26488 Eh. The spin multiplicity is 2. The value obtained for the LUMO energy (alpha / beta) is 7.212 / 7.145 eV. The molecular weight is 467.47 g mol⁻¹. As for the charge: -3. Its HOMO energy (alpha / beta) is 4.975 / 1.115 eV.